# 1
Here is a cluster of 12 separate species, C54H111N9O15 in total in a non-equilibrium geometry from the OMol25 dataset. Energies are from ωB97M-V with the def2-TZVPD basis set.

Structure (ORCA input):
```
! wB97M-V def2-TZVPD RIJCOSX def2/J DEFGRID3
* xyz 0 1
O 6.072 -9.213 21.528
C 5.241 -9.967 22.049
C 5.435 -11.469 22.209
C 4.382 -12.275 22.409
C 3.095 -11.769 22.765
O 2.237 -12.501 23.244
C 2.911 -10.310 22.779
C 3.903 -9.456 22.589
H 6.400 -11.904 22.084
H 4.411 -13.372 22.371
H 1.854 -10.150 22.935
H 3.826 -8.363 22.652
O 8.750 -18.037 29.679
C 8.686 -17.368 28.629
C 7.543 -16.478 28.294
C 7.639 -15.513 27.350
C 8.842 -15.570 26.495
O 8.793 -14.915 25.459
C 10.040 -16.389 26.795
C 9.910 -17.302 27.769
H 6.724 -16.670 28.942
H 6.845 -14.852 27.064
H 10.774 -16.377 26.030
H 10.745 -17.980 28.118
O 6.085 -10.880 25.100
C 7.217 -10.389 25.121
C 7.538 -8.962 24.909
C 8.686 -8.746 24.348
C 9.856 -9.748 24.378
O 10.962 -9.314 24.141
C 9.490 -11.154 24.850
C 8.292 -11.342 25.297
H 6.769 -8.202 25.028
H 8.823 -7.677 24.008
H 10.340 -11.850 24.886
H 8.096 -12.304 25.764
C 3.356 -8.600 25.781
O 2.039 -8.337 25.143
C 2.077 -7.072 24.439
C 1.580 -5.946 25.293
C 0.124 -6.072 25.723
N 1.794 -4.747 24.489
H 3.274 -9.579 26.290
H 3.685 -7.787 26.459
H 4.097 -8.849 25.027
H 3.079 -6.830 24.099
H 1.414 -7.138 23.588
H 2.193 -5.927 26.166
H -0.056 -5.379 26.552
H -0.055 -7.058 26.179
H -0.570 -5.930 24.951
H 0.979 -4.644 23.866
H 1.668 -3.946 25.111
C 5.006 -4.307 26.149
O 6.019 -5.152 25.634
C 7.018 -4.486 24.855
C 6.689 -4.352 23.338
C 6.655 -5.665 22.747
N 7.711 -3.484 22.782
H 4.486 -3.671 25.384
H 5.395 -3.657 26.945
H 4.265 -5.011 26.669
H 7.263 -3.485 25.189
H 7.934 -5.115 24.892
H 5.726 -3.857 23.278
H 7.683 -6.082 22.759
H 6.240 -5.605 21.749
H 6.048 -6.287 23.390
H 7.266 -2.583 22.623
H 8.247 -3.753 21.986
C 1.381 -12.038 26.654
O 2.602 -12.656 27.158
C 3.453 -12.935 26.042
C 4.687 -13.781 26.489
C 4.213 -15.061 27.180
N 5.598 -12.981 27.385
H 0.812 -12.757 25.991
H 1.673 -11.175 26.002
H 0.673 -11.809 27.404
H 2.799 -13.500 25.378
H 3.790 -12.035 25.516
H 5.302 -14.004 25.624
H 3.731 -14.786 28.093
H 4.995 -15.785 27.437
H 3.508 -15.645 26.528
H 5.198 -13.054 28.302
H 5.564 -12.001 27.170
C 11.181 -5.659 25.305
O 11.747 -6.384 24.204
C 12.163 -5.575 23.190
C 12.646 -6.434 21.972
C 11.491 -7.342 21.699
N 13.822 -7.150 22.392
H 11.965 -5.088 25.843
H 10.843 -6.463 25.946
H 10.387 -4.976 24.906
H 11.335 -4.962 22.831
H 12.940 -4.844 23.445
H 12.960 -5.749 21.242
H 11.790 -8.028 20.814
H 10.598 -6.817 21.384
H 11.340 -8.018 22.522
H 14.220 -7.717 21.666
H 13.682 -7.811 23.133
C 16.602 -11.608 28.653
O 15.950 -11.746 27.379
C 14.777 -10.945 27.157
C 14.296 -11.286 25.692
C 15.086 -10.423 24.692
N 12.858 -11.130 25.674
H 16.708 -10.531 28.849
H 17.539 -12.181 28.724
H 15.882 -11.952 29.417
H 13.959 -11.116 27.859
H 15.005 -9.862 27.196
H 14.496 -12.346 25.541
H 16.142 -10.379 24.811
H 14.777 -9.361 24.750
H 14.997 -10.761 23.657
H 12.383 -11.033 24.791
H 12.588 -10.286 26.199
C 2.628 -6.829 29.307
O 3.770 -7.732 29.135
C 4.890 -7.373 29.982
C 6.002 -8.428 29.729
C 6.296 -8.541 28.188
N 5.648 -9.728 30.324
H 1.892 -7.416 28.761
H 2.839 -5.866 28.794
H 2.268 -6.672 30.310
H 5.167 -6.317 29.743
H 4.741 -7.413 31.103
H 6.871 -7.993 30.195
H 7.225 -9.065 28.139
H 6.441 -7.511 27.766
H 5.507 -8.973 27.538
H 4.788 -10.122 29.978
H 5.701 -9.762 31.340
C 11.881 -14.112 23.672
O 11.474 -13.006 22.752
C 10.200 -13.315 22.172
C 10.134 -12.503 20.883
C 10.358 -11.043 21.095
N 8.877 -12.845 20.195
H 11.074 -14.456 24.321
H 12.763 -13.856 24.236
H 12.130 -14.986 23.070
H 10.111 -14.396 22.003
H 9.409 -13.047 22.908
H 10.969 -12.946 20.361
H 11.319 -10.835 21.625
H 9.643 -10.537 21.774
H 10.420 -10.545 20.134
H 8.572 -12.090 19.593
H 8.951 -13.665 19.579
C 8.352 -12.076 28.908
O 9.636 -12.364 29.383
C 10.426 -12.948 28.370
C 11.570 -13.850 28.802
C 12.514 -13.237 29.796
N 12.220 -14.259 27.499
H 7.663 -12.054 29.711
H 7.972 -12.892 28.299
H 8.292 -11.091 28.354
H 9.734 -13.573 27.817
H 10.751 -12.095 27.711
H 11.098 -14.737 29.328
H 11.981 -12.811 30.600
H 13.167 -12.458 29.294
H 13.165 -14.016 30.205
H 12.457 -13.352 27.114
H 13.089 -14.672 27.796
C 3.296 -16.842 22.417
O 4.214 -15.910 22.919
C 5.552 -16.540 22.921
C 6.422 -15.801 21.928
C 7.698 -16.569 21.436
N 6.579 -14.390 22.278
H 2.343 -16.373 22.457
H 3.282 -17.775 23.025
H 3.490 -17.176 21.383
H 5.931 -16.531 23.963
H 5.473 -17.574 22.560
H 5.706 -15.727 21.066
H 8.345 -16.813 22.310
H 8.262 -16.073 20.629
H 7.465 -17.554 21.092
H 7.299 -14.056 21.552
H 7.061 -14.269 23.151
*
```

Summary:
- highest occupied orbital energy (eV) = -8.82
- energy above the lowest of the compared OMol25 structures with the same formula, charge and spin (kJ/mol) = 1.5
- F_max (eV/A) = 4.17
- LUMO (eV) = -1.3
- SMILES = O=C1C=CC(=O)C=C1.O=C1C=CC(=O)C=C1.O=C1C=CC(=O)C=C1.COC[C@H](C)N.COC[C@H](C)N.COC[C@H](C)N.COC[C@H](C)N.COC[C@H](C)N.COC[C@H](C)N.COC[C@H](C)N.COC[C@H](C)N.COC[C@H](C)N
- total energy (eV) = -101910.302



# 2
Here is a cluster of 6 separate species, C54H114N6O6 in total in a non-equilibrium geometry from the OMol25 dataset. Energies are from ωB97M-V with the def2-TZVPD basis set.

Structure (ORCA input):
```
! wB97M-V def2-TZVPD RIJCOSX def2/J DEFGRID3
* xyz 0 1
C 5.351 1.665 -3.830
C 4.709 1.583 -2.423
C 4.287 0.145 -2.130
C 5.796 1.969 -1.419
C 6.164 3.477 -1.404
C 5.057 4.398 -2.029
C 3.646 3.868 -1.768
C 3.290 3.782 -0.288
C 2.675 4.778 -2.526
N 3.605 2.536 -2.366
O 2.335 2.005 -2.585
H 4.567 1.794 -4.582
H 6.156 2.370 -4.028
H 5.754 0.669 -4.057
H 3.464 -0.124 -2.798
H 5.146 -0.510 -2.238
H 3.803 0.054 -1.154
H 5.386 1.775 -0.426
H 6.707 1.399 -1.599
H 6.136 3.758 -0.353
H 7.096 3.677 -1.925
H 5.248 4.561 -3.088
H 5.194 5.341 -1.495
H 3.890 3.131 0.352
H 2.278 3.397 -0.127
H 3.313 4.760 0.207
H 2.711 5.798 -2.140
H 1.643 4.431 -2.566
H 3.014 4.816 -3.565
H 2.091 2.138 -3.512
C 4.537 -2.945 8.040
C 4.171 -1.573 7.451
C 3.758 -0.644 8.607
C 5.427 -0.974 6.810
C 5.690 -1.595 5.431
C 4.493 -1.274 4.538
C 3.204 -1.918 5.033
C 2.008 -1.166 4.456
C 3.015 -3.421 4.760
N 3.094 -1.643 6.490
O 1.887 -2.044 7.076
H 3.672 -3.537 8.363
H 4.943 -3.609 7.272
H 5.134 -2.887 8.951
H 2.999 -1.079 9.255
H 4.586 -0.371 9.265
H 3.398 0.284 8.155
H 5.381 0.114 6.727
H 6.305 -1.244 7.403
H 6.646 -1.286 5.008
H 5.786 -2.671 5.605
H 4.775 -1.682 3.562
H 4.407 -0.189 4.468
H 1.029 -1.586 4.699
H 2.117 -0.997 3.383
H 1.894 -0.173 4.909
H 2.931 -3.646 3.693
H 2.064 -3.684 5.218
H 3.875 -3.981 5.128
H 1.298 -1.282 7.016
C -1.654 2.056 -3.968
C -1.614 1.983 -5.497
C -3.051 2.161 -5.999
C -0.825 3.170 -6.046
C 0.691 2.996 -5.892
C 1.171 1.717 -6.565
C 0.408 0.459 -6.025
C 0.680 -0.583 -7.120
C 0.917 -0.084 -4.674
N -1.022 0.785 -6.090
O -1.821 -0.357 -5.797
H -0.675 2.316 -3.561
H -2.373 2.746 -3.526
H -1.916 1.052 -3.627
H -3.777 1.470 -5.568
H -3.324 3.209 -5.861
H -3.214 2.005 -7.072
H -1.063 3.340 -7.099
H -1.090 4.073 -5.492
H 1.152 3.864 -6.378
H 0.987 3.130 -4.847
H 2.234 1.529 -6.407
H 0.931 1.845 -7.620
H 0.580 -0.220 -8.140
H 0.087 -1.487 -6.964
H 1.719 -0.916 -7.017
H 1.989 -0.267 -4.661
H 0.300 -0.954 -4.458
H 0.689 0.625 -3.892
H -2.048 -0.672 -6.677
C -1.380 0.589 6.157
C -1.326 2.027 6.705
C 0.135 2.162 7.184
C -1.644 2.928 5.532
C -1.784 4.385 5.924
C -2.939 4.483 6.942
C -2.752 3.541 8.155
C -1.689 4.133 9.099
C -4.109 3.442 8.895
N -2.400 2.175 7.680
O -2.217 1.306 8.798
H -2.316 0.244 5.701
H -0.687 0.546 5.311
H -1.152 -0.223 6.852
H 0.330 1.453 7.985
H 0.841 1.948 6.375
H 0.352 3.221 7.335
H -0.942 2.878 4.691
H -2.566 2.574 5.054
H -0.835 4.696 6.370
H -1.962 4.975 5.025
H -3.870 4.290 6.409
H -2.925 5.535 7.243
H -0.810 4.459 8.550
H -1.399 3.360 9.813
H -2.144 4.948 9.660
H -4.060 3.953 9.855
H -4.335 2.396 9.090
H -4.909 3.863 8.290
H -2.826 0.604 8.546
C -0.574 0.454 2.163
C -0.825 0.131 0.681
C -2.153 0.825 0.273
C 0.285 0.766 -0.151
C 0.355 0.228 -1.575
C 0.414 -1.328 -1.542
C -0.711 -1.988 -0.710
C -2.014 -1.928 -1.543
C -0.306 -3.438 -0.492
N -0.877 -1.322 0.578
O -1.933 -1.847 1.356
H 0.103 -0.239 2.662
H -0.098 1.436 2.229
H -1.481 0.445 2.768
H -2.284 0.920 -0.805
H -3.013 0.416 0.799
H -2.052 1.872 0.582
H 0.077 1.833 -0.281
H 1.235 0.732 0.390
H -0.485 0.443 -2.220
H 1.266 0.510 -2.109
H 1.405 -1.675 -1.256
H 0.101 -1.618 -2.544
H -2.861 -2.212 -0.906
H -2.115 -2.748 -2.263
H -2.259 -1.014 -2.080
H -0.832 -4.079 0.222
H 0.762 -3.620 -0.368
H -0.570 -3.984 -1.409
H -1.455 -2.425 1.959
C -4.474 -4.380 -3.294
C -4.912 -5.247 -4.460
C -4.713 -6.719 -4.120
C -6.438 -5.055 -4.647
C -6.811 -3.717 -5.254
C -6.227 -3.655 -6.673
C -4.713 -3.875 -6.684
C -4.333 -4.331 -8.108
C -3.922 -2.626 -6.302
N -4.379 -5.020 -5.812
O -2.992 -5.308 -5.837
H -4.948 -4.608 -2.340
H -3.415 -4.604 -3.112
H -4.561 -3.310 -3.478
H -5.208 -7.058 -3.206
H -5.140 -7.399 -4.863
H -3.653 -6.969 -4.048
H -6.983 -5.872 -5.123
H -6.830 -5.012 -3.622
H -7.877 -3.522 -5.384
H -6.419 -2.916 -4.623
H -6.470 -2.636 -6.992
H -6.737 -4.362 -7.325
H -4.866 -3.689 -8.815
H -4.492 -5.364 -8.411
H -3.270 -4.107 -8.241
H -4.476 -2.174 -5.478
H -3.884 -1.800 -7.026
H -2.865 -2.867 -6.192
H -2.883 -5.965 -6.533
*
```

Summary:
- highest occupied orbital energy (eV) = -7.87
- energy above the lowest of the compared OMol25 structures with the same formula, charge and spin (kJ/mol) = 341.1
- F_max (eV/A) = 2.63
- LUMO (eV) = 0.5
- SMILES = CC1(C)CCCC(C)(C)N1O.CC1(C)CCCC(C)(C)N1O.CC1(C)CCCC(C)(C)N1O.CC1(C)CCCC(C)(C)N1O.CC1(C)CCCC(C)(C)N1O.CC1(C)CCCC(C)(C)N1O
- total energy (eV) = -79063.689